(1)
ORCA calculation (ωB97M-V/def2-TZVPD) on C27H27N3O4S in the gas phase.

Computed properties:
2S+1: 1
SMILES string: COc1ccc(N2CCN(c3c(S(=O)(=O)c4ccccc4)cnc4ccc(OC)cc34)CC2)cc1

Atoms and positions in Å:
C1 -8.4228 -1.7783 0.3301
O1 -7.7237 -0.7127 -0.2581
C2 -6.3533 -0.7258 -0.1931
C3 -5.7002 0.3436 -0.8026
C4 -4.3268 0.4353 -0.7887
C5 -3.5384 -0.5494 -0.1773
N1 -2.1654 -0.4436 -0.1511
C6 -1.3172 -1.1166 0.7998
C7 -0.3160 -0.1073 1.3870
N2 0.3655 0.6871 0.3882
C8 1.7217 0.8276 0.3118
C9 2.6093 -0.2415 0.4191
S1 2.0771 -1.9573 0.3644
O2 1.6266 -2.4078 1.6604
O3 1.1504 -2.0831 -0.7361
C10 3.5396 -2.9139 -0.0644
C11 4.2170 -3.5968 0.9274
C12 5.3176 -4.3655 0.5862
C13 5.7215 -4.4426 -0.7376
C14 5.0267 -3.7616 -1.7256
C15 3.9259 -2.9921 -1.3891
C16 3.9870 -0.0229 0.3388
N3 4.5396 1.1352 0.1164
C17 3.7282 2.2075 0.0031
C18 4.3313 3.4646 -0.2132
C19 3.5853 4.6039 -0.2335
C20 2.1942 4.5449 -0.0026
O4 1.5645 5.7494 0.0281
C21 0.1770 5.7828 0.2592
C22 1.5787 3.3272 0.1779
C23 2.3173 2.1284 0.1395
C24 -0.5358 1.3019 -0.5600
C25 -1.3885 0.1857 -1.1842
C26 -4.2060 -1.6191 0.4226
C27 -5.5871 -1.7048 0.4235
H1 -8.2366 -1.8386 1.4082
H2 -9.4784 -1.5699 0.1603
H3 -8.1656 -2.7365 -0.1347
H4 -6.2974 1.1064 -1.2770
H5 -3.8634 1.2939 -1.2506
H6 -1.9071 -1.5144 1.6238
H7 -0.7669 -1.9335 0.3222
H8 0.4098 -0.6363 2.0006
H9 -0.8757 0.5949 2.0253
H10 3.8646 -3.5215 1.9442
H11 5.8569 -4.9044 1.3503
H12 6.5796 -5.0424 -1.0022
H13 5.3410 -3.8323 -2.7557
H14 3.3548 -2.4603 -2.1337
H15 4.6659 -0.8598 0.4348
H16 5.4006 3.4876 -0.3474
H17 4.0305 5.5731 -0.3923
H18 -0.1005 6.8352 0.2313
H19 -0.3731 5.2429 -0.5185
H20 -0.0772 5.3686 1.2402
H21 0.5268 3.2829 0.3955
H22 0.0352 1.8172 -1.3325
H23 -1.2107 2.0081 -0.0548
H24 -2.0318 0.5850 -1.9665
H25 -0.7085 -0.5577 -1.6241
H26 -3.6446 -2.4157 0.8847
H27 -6.0487 -2.5548 0.9018

Cartesian forces (eV/Å) of the 2 atoms listed first:
C -0.09 -0.14 0.08
O 0.24 0.22 -0.12

(2)
ORCA calculation (ωB97M-V/def2-TZVPD) on C27H27N3O5S2 in the gas phase.

Computed properties:
2S+1: 1
SMILES string: C=CCn1c(SCC(=O)c2[nH]c(C)c(C(=O)OCC)c2C)nc2scc(-c3ccc(OC)cc3)c2c1=O

Atoms and positions in Å:
C1 -4.1593 3.0716 -1.4258
C2 -2.9053 3.4558 -1.2892
C3 -1.7323 2.5850 -1.6336
N1 -0.9914 2.2335 -0.4309
C4 -0.1390 3.1116 0.1497
S1 0.3197 4.5292 -0.7695
C5 1.9746 4.9345 -0.1187
C6 2.7570 3.8847 0.6524
O1 3.3163 4.2453 1.6737
C7 2.8655 2.5077 0.2157
N2 3.3482 1.6492 1.1833
C8 3.2180 0.3738 0.8055
C9 3.6339 -0.7567 1.6666
C10 2.6493 0.3746 -0.4709
C11 2.2177 -0.8421 -1.1634
O2 2.5751 -1.9598 -0.8666
O3 1.3410 -0.5828 -2.1437
C12 0.7746 -1.7074 -2.8160
C13 -0.3241 -2.3652 -1.9928
C14 2.4533 1.7254 -0.8595
C15 2.0290 2.1636 -2.2157
N3 0.4258 2.9397 1.3007
C16 0.2232 1.7510 1.8907
S2 0.9659 1.3159 3.3851
C17 0.3494 -0.2943 3.2234
C18 -0.4068 -0.4913 2.1103
C19 -0.9862 -1.7893 1.7565
C20 -0.1773 -2.9250 1.7487
C21 -0.6958 -4.1519 1.4010
C22 -2.0434 -4.2788 1.0585
O4 -2.4546 -5.5329 0.7239
C23 -3.7954 -5.7212 0.3433
C24 -2.8578 -3.1520 1.0846
C25 -2.3289 -1.9220 1.4305
C26 -0.5024 0.7054 1.3328
C27 -1.1986 0.9338 0.0934
O5 -1.9073 0.1552 -0.5099
H1 -4.9826 3.7135 -1.1636
H2 -4.4111 2.0971 -1.8102
H3 -2.6541 4.4312 -0.8941
H4 -1.0629 3.1115 -2.3212
H5 -2.0706 1.6452 -2.0764
H6 2.5431 5.2348 -1.0024
H7 1.8669 5.7967 0.5413
H8 3.6782 1.9969 2.0726
H9 4.7210 -0.8378 1.6763
H10 3.2939 -0.6048 2.6900
H11 3.2291 -1.6822 1.2680
H12 0.3787 -1.2995 -3.7490
H13 1.5707 -2.4283 -3.0324
H14 -1.0519 -1.6250 -1.6684
H15 0.1008 -2.8392 -1.1116
H16 -0.8237 -3.1208 -2.5922
H17 0.9894 1.9023 -2.4009
H18 2.6224 1.6357 -2.9610
H19 2.1646 3.2319 -2.3534
H20 0.5705 -1.0122 3.9882
H21 0.8707 -2.8344 1.9924
H22 -0.0744 -5.0331 1.3775
H23 -3.8879 -6.7791 0.1025
H24 -4.4838 -5.4756 1.1587
H25 -4.0500 -5.1254 -0.5391
H26 -3.9050 -3.2160 0.8356
H27 -2.9733 -1.0574 1.4488

Cartesian forces (eV/Å) of the 2 atoms listed first:
C -0.11 0.04 -0.03
C 0.20 -0.08 -0.01

(3)
ORCA calculation (ωB97M-V/def2-TZVPD) on C27H27N3O6S3 in the gas phase at a distorted geometry.

Computed properties:
2S+1: 1
SMILES string: COCCn1/c(=N/C(=O)c2ccc(S(=O)(=O)N3CCCc4ccccc43)cc2)sc2cc(S(C)(=O)=O)ccc21

Atoms and positions in Å:
C1 1.7869 -3.5558 0.2393
O1 3.1683 -3.3181 0.0670
C2 3.5649 -3.0341 -1.2441
C3 3.1647 -1.6236 -1.7272
N1 3.6118 -0.6142 -0.7974
C4 2.7637 -0.0702 0.0953
N2 1.4864 -0.3039 0.0899
C5 0.7853 0.3347 1.0675
O2 1.3256 1.0768 1.8861
C6 -0.6689 0.0632 1.0759
C7 -1.2763 -0.6476 0.0432
C8 -2.6391 -0.8796 0.0778
C9 -3.3790 -0.4012 1.1427
S1 -5.1487 -0.6644 1.1853
O3 -5.5125 -1.5050 0.0782
O4 -5.5268 -1.0846 2.5032
N3 -5.6988 0.9160 0.9723
C10 -6.8986 1.2874 1.7112
C11 -8.1509 1.4455 0.8362
C12 -8.0125 0.6205 -0.4458
C13 -6.7986 1.1141 -1.1693
C14 -6.7552 1.4308 -2.5154
C15 -5.5769 1.8819 -3.0883
C16 -4.4396 2.0318 -2.3136
C17 -4.4718 1.7325 -0.9613
C18 -5.6510 1.2770 -0.3938
C19 -2.7923 0.3026 2.1778
C20 -1.4308 0.5377 2.1436
S2 3.5571 1.0023 1.2273
C21 5.0862 0.6707 0.4259
C22 6.3363 1.1825 0.7294
C23 7.4047 0.7815 -0.0449
S3 9.0437 1.4005 0.3456
C24 9.6002 0.2754 1.6595
O5 9.8908 1.2132 -0.8004
O6 8.9247 2.7202 0.8985
C25 7.2560 -0.0978 -1.1066
C26 6.0116 -0.6109 -1.4191
C27 4.9234 -0.2280 -0.6399
H1 1.6734 -3.9421 1.2499
H2 1.4263 -4.3018 -0.4780
H3 1.2017 -2.6365 0.1394
H4 4.6545 -3.1243 -1.2330
H5 3.1511 -3.7696 -1.9505
H6 2.0792 -1.5373 -1.7885
H7 3.6022 -1.4369 -2.7104
H8 -0.6741 -1.0002 -0.7786
H9 -3.1493 -1.4203 -0.7035
H10 -6.6853 2.2258 2.2360
H11 -7.0397 0.5035 2.4573
H12 -9.0318 1.1370 1.3995
H13 -8.2750 2.4949 0.5582
H14 -8.9055 0.7093 -1.0656
H15 -7.8655 -0.4328 -0.1884
H16 -7.6420 1.3091 -3.1206
H17 -5.5473 2.1174 -4.1417
H18 -3.5224 2.3858 -2.7601
H19 -3.5931 1.8561 -0.3470
H20 -3.4106 0.6490 2.9903
H21 -0.9343 1.0862 2.9299
H22 6.4804 1.8901 1.5293
H23 9.6159 -0.7286 1.2563
H24 8.9105 0.3596 2.4888
H25 10.5949 0.5818 1.9585
H26 8.1292 -0.3507 -1.6862
H27 5.8924 -1.2841 -2.2526

Cartesian forces (eV/Å) of the 2 atoms listed first:
C -0.17 -0.01 0.02
O 0.16 0.13 0.06

(4)
ORCA calculation (ωB97M-V/def2-TZVPD) on a molecular structure, C27H27N6O7S3Ta.

Computed properties:
2S+1: 1
Net charge: +2

Atoms and positions in Å:
Ta1 0.0700 0.5881 0.7370
C1 -1.6423 -1.9019 6.5452
C2 -2.0092 -2.3169 5.1338
N1 -2.2059 -1.1309 4.2618
C3 -3.5884 -0.6126 4.2190
C4 -4.4126 -1.3043 3.1472
C5 -1.2090 -0.6012 3.6152
S1 -1.4788 0.8513 2.6463
N2 0.0310 -1.1137 3.8403
C6 0.9448 -1.2055 2.9503
O1 0.6335 -0.9782 1.6338
C7 2.3278 -1.5554 3.2110
C8 2.7754 -1.5666 4.5385
C9 4.0900 -1.8905 4.8127
C10 4.9518 -2.2188 3.7723
C11 4.5055 -2.2240 2.4569
C12 3.1952 -1.8896 2.1702
H1 -1.5415 -2.7934 7.1626
H2 -2.4118 -1.2733 6.9926
H3 -0.6957 -1.3648 6.5620
H4 -2.9555 -2.8550 5.1069
H5 -1.2511 -2.9511 4.6828
H6 -3.5543 0.4639 4.0683
H7 -3.9923 -0.7841 5.2164
H8 -3.9555 -1.1873 2.1646
H9 -5.4049 -0.8577 3.1089
H10 -4.5312 -2.3678 3.3500
H11 2.0921 -1.3130 5.3371
H12 4.4455 -1.8928 5.8334
H13 5.9780 -2.4816 3.9919
H14 5.1796 -2.5024 1.6587
H15 2.8417 -1.9189 1.1501
O2 2.1984 6.1681 0.2351
C13 0.8740 6.1859 0.3730
O3 0.2332 7.1916 0.3997
C14 0.1642 4.8630 0.4022
C15 -1.2230 4.7502 0.3248
N3 -1.5308 3.4511 0.3809
N4 -0.4250 2.7007 0.4997
C16 0.6007 3.5522 0.5261
C17 1.9163 2.8723 0.6515
O4 2.9831 3.3309 0.3871
O5 1.6986 1.6015 1.0700
H16 2.5777 5.2742 0.2009
H17 -1.9747 5.5172 0.2261
H18 -2.4395 3.0185 0.2851
O6 -4.1140 0.3009 -0.3400
C18 -3.9997 0.4416 -1.6858
C19 -5.1959 0.5440 -2.3959
C20 -5.1838 0.7026 -3.7645
C21 -3.9792 0.7651 -4.4691
C22 -2.7966 0.6697 -3.7794
C23 -2.7798 0.5075 -2.3800
C24 -1.4853 0.4471 -1.7305
O7 -1.4788 0.2849 -0.3787
N5 -0.3365 0.5439 -2.2940
N6 0.6921 0.4671 -1.3318
C25 1.8846 0.4441 -1.9295
S2 3.3350 0.2130 -1.0348
C26 4.4267 0.7995 -2.3637
C27 3.8176 0.3471 -3.6742
S3 2.0319 0.6709 -3.6200
H19 -3.2387 0.1416 0.0377
H20 -6.1226 0.4891 -1.8422
H21 -6.1225 0.7776 -4.2970
H22 -3.9759 0.8865 -5.5424
H23 -1.8528 0.7164 -4.3054
H24 5.4097 0.3621 -2.1981
H25 4.4981 1.8843 -2.2938
H26 3.9691 -0.7187 -3.8442
H27 4.2269 0.9041 -4.5158

Cartesian forces (eV/Å) of the 2 atoms listed first:
Ta 0.23 -0.04 -0.06
C 0.01 -0.05 0.07

ΔE to the lowest compared entry with this formula, charge and spin: 333.9, 60.7, 0.0, 0.0 (kJ/mol)
Frontier orbital gap: 7.0, 8.1, 8.4, 6.3 (eV)